# 1
The following is a DFT calculation (ωB97M-V/def2-TZVPD) of a molecular structure, C27H26BF4N8SV.

The value obtained for the HOMO-LUMO gap (spin up / spin down) is 6.24 / 5.96 eV.

Structure (ORCA input):
```
! RIJCOSX wB97M-V def2-TZVPD def2/J DEFGRID3
* xyz 0 3
V -0.4384 -0.7196 -0.2644
S -2.4707 0.4811 0.3933
F 0.3709 -2.1843 -2.9875
F -0.2749 -1.0023 -4.8735
F -0.6391 -0.1170 -2.7649
F 1.5218 -0.2593 -3.5892
N 0.1237 1.1722 -0.7268
N -0.7819 2.1824 -0.9392
N -0.5360 -3.5973 -0.1195
N 1.6561 -0.9169 -0.7536
N -0.1762 -2.5395 0.4954
N -2.9546 2.7867 -0.8329
N -1.8310 -1.9681 -1.1902
N 0.2733 -0.3165 1.6073
C -1.9989 1.8846 -0.5328
C 2.4097 -2.0176 -0.8120
C 1.2862 -3.8190 2.0341
C -2.7588 -1.6213 -2.0909
C -2.9479 -3.8698 -2.8591
C -3.3394 -2.5421 -2.9401
C 1.7549 -1.3466 3.3100
C -0.0587 0.7646 2.4900
C 1.3570 1.4309 -0.9825
C 4.4122 -0.7405 -0.8792
C 0.3169 2.0753 2.2298
C -2.0078 -4.2429 -1.9174
C 0.8987 -1.3755 2.1762
C 2.2630 0.2832 -0.8508
C 3.6348 0.4063 -0.8907
C -0.8031 0.5027 3.6405
C -2.3020 5.1839 -0.9145
C -1.4776 -3.2647 -1.1023
C 1.8264 2.7400 -1.5074
C 0.6916 -2.6342 1.5587
C -0.8059 2.8365 4.2251
C -1.1719 1.5237 4.5004
C 2.3439 -2.4995 3.7461
C -0.0595 3.1020 3.0877
C 3.7904 -1.9740 -0.8705
C -2.7357 3.9463 -1.6888
C 2.1133 -3.7500 3.1160
B 0.2671 -0.8998 -3.5975
H 0.2381 4.1193 2.8591
H 2.6273 2.5864 -2.2305
H 2.1990 3.3819 -0.7012
H 0.9101 2.3036 1.3578
H 0.9933 3.2462 -1.9824
H -3.6620 4.1347 -2.2312
H 2.5944 -4.6430 3.4934
H -1.0989 3.6409 4.8891
H -1.7597 1.2958 5.3821
H 4.3523 -2.8967 -0.9120
H -3.8589 2.6277 -0.4302
H -3.3698 -4.6071 -3.5306
H -2.0911 6.0083 -1.6013
H -1.9729 3.6733 -2.4110
H -3.0192 -0.5777 -2.1319
H 1.8907 -2.9647 -0.8464
H 1.0791 -4.7528 1.5271
H -3.0804 5.5075 -0.2194
H -1.6603 -5.2612 -1.8053
H -1.3962 4.9648 -0.3447
H 1.9413 -0.4046 3.8095
H -1.1126 -0.5170 3.8419
H 5.4919 -0.6674 -0.9048
H 4.0842 1.3881 -0.9461
H -4.0715 -2.2131 -3.6640
H 3.0100 -2.4576 4.6005
*
```

***

# 2
The following is a DFT calculation (ωB97M-V/def2-TZVPD) of a molecular structure, C28H34LuN9S.

The energy above the lowest of the compared OMol25 structures with the same formula, charge and spin is 5.993 eV. The value obtained for the HOMO-LUMO gap (spin up / spin down) is 6.29 / 6.29 eV.

Structure (ORCA input):
```
! RIJCOSX wB97M-V def2-TZVPD def2/J DEFGRID3
* xyz 2 1
Lu -1.0738 0.6796 -0.3228
S -0.3419 0.6154 -2.7859
N -2.0058 -1.0978 -1.2140
N 1.7841 -0.5013 -1.1439
N 0.1735 2.3306 1.1118
N -1.1895 2.0288 1.4983
N 1.1295 -0.1071 0.0027
N -0.2181 3.1719 -1.4344
N -1.2115 -0.8045 1.1818
N 0.0319 1.5461 -3.9676
N 2.1012 -0.3244 -3.4080
C -2.7532 -2.3729 2.2728
C -2.1801 -1.6701 1.0903
C 1.5796 -0.5349 1.1641
C 3.3519 -3.7904 0.6994
C 0.8750 0.1974 2.3173
C -2.6939 -2.6445 -2.9498
C 4.3805 -2.6226 2.5277
C -0.4883 4.1514 -0.3647
C 1.1334 1.7205 2.0164
C -0.4881 -0.6102 2.4014
C -3.2763 -3.0696 -0.6671
C -2.5662 -1.9524 -0.2940
C 4.3105 -3.7331 1.7006
C -3.3642 -3.3935 -2.0366
C -0.2718 2.9555 -3.9112
C 0.3524 1.0126 4.5132
C -1.1093 -1.0001 -4.9233
C 1.3825 -0.1719 -2.3113
C -0.8146 1.7633 4.0475
C -1.4434 2.0697 2.8653
C 2.4713 -2.7427 0.5184
C 2.5304 -1.6144 1.3508
C 1.1685 0.2031 3.8117
C 0.3411 3.7905 0.8720
C -1.1771 -0.7842 -3.4477
C 3.5022 -1.5719 2.3589
C -1.9502 -1.4839 -2.5439
C -1.0122 3.4439 -2.6629
H 0.6721 3.5107 -4.0120
H -1.4130 2.0718 4.8948
H 0.4872 1.0514 5.5821
H -0.4975 -1.8696 -5.1720
H 0.7591 3.3030 -1.7246
H 3.0399 -0.6939 -3.3789
H -1.1815 4.5211 -2.7785
H 1.7041 -2.7998 -0.2385
H -3.5991 -2.9972 2.0140
H -3.0793 -1.6297 3.0053
H -0.8845 3.2019 -4.7855
H 5.0008 -4.5522 1.8335
H 1.7476 0.0937 -4.2601
H 3.2905 -4.6557 0.0587
H -3.7300 -3.7153 0.0632
H -2.4612 2.4381 2.9970
H 1.4025 3.9950 0.7102
H -1.5562 4.1022 -0.1226
H -2.6924 -2.9043 -3.9950
H -1.9992 -2.9942 2.7631
H -0.1516 -1.5956 2.7594
H 3.6018 -0.6940 2.9765
H 2.1361 1.7925 1.5797
H 1.8951 -0.4365 4.2705
H -3.9265 -4.2620 -2.3375
H -0.6626 -0.1197 -5.3822
H 0.3645 1.9053 0.1817
H -1.1446 -0.2005 3.1740
H -2.1008 -1.1389 -5.3571
H -0.2491 5.1803 -0.6634
H -1.9859 2.9378 -2.5738
H -0.0099 4.3380 1.7496
H 5.1275 -2.5804 3.3059
H 1.1252 2.3131 2.9311
*
```

***

# 3
The following is a DFT calculation (ωB97M-V/def2-TZVPD) of C27H27F2NO6 in the gas phase.

The SMILES is CCOCc1cc(OC)c(-c2ccc(C[C@H](NC(=O)c3c(F)cccc3F)C(=O)O)cc2)c(OC)c1. The energy above the lowest of the compared OMol25 structures with the same formula, charge and spin is 0.019 eV. The value obtained for the HOMO-LUMO gap is 8.81 eV.

Structure (ORCA input):
```
! RIJCOSX wB97M-V def2-TZVPD def2/J DEFGRID3
* xyz 0 1
F -3.9304 -2.3394 2.4717
F -4.8603 1.4927 -0.1142
O -0.0719 2.0734 0.7135
O -5.9172 -3.6215 -1.7048
O -4.4305 -5.2645 -1.7560
O 3.0225 -0.4750 -1.9205
O 5.7199 3.1477 0.5371
O -5.5351 -1.1094 -0.9019
N -3.7143 -2.2797 -0.2912
C 2.7855 0.6310 -1.1601
C 2.1236 2.7817 0.4506
C -0.6116 -2.3554 -0.1283
C -4.4287 -0.4728 1.1127
C -1.1530 -2.5605 -1.3920
C 0.0651 -0.6394 -2.1855
C 0.2377 -1.2906 0.1123
C -3.9979 -0.2344 3.4974
C -4.1187 -1.0095 2.3602
C -4.6197 -1.3061 -0.1146
C 3.7308 1.6018 -0.8778
C 7.1632 1.8847 1.9482
C 1.1520 1.8230 0.1531
C 1.4818 0.7240 -0.6368
C -4.6872 -4.0980 -1.6707
C -4.4834 1.7131 2.1821
C -0.7939 -1.6955 -2.4187
C -2.1839 -3.6292 -1.6208
C 4.3106 -0.6578 -2.4553
C -4.1844 1.1339 3.4020
C -4.6068 0.9096 1.0622
C 0.5679 -0.4087 -0.9100
C 3.4014 2.6738 -0.0553
C -3.5853 -3.0144 -1.5394
C 4.4591 3.7067 0.2551
C -1.2478 1.6151 0.0895
C 5.7603 2.4368 1.7573
H 4.2683 -1.5985 -3.0021
H 5.0672 -0.7304 -1.6678
H 4.7362 1.5446 -1.2614
H 7.4107 1.2115 1.1322
H 4.1253 4.3416 1.0899
H -1.1931 -1.8534 -3.4103
H 0.3389 0.0246 -2.9918
H -4.6269 2.7769 2.0833
H 5.0234 1.6193 1.7437
H 4.6211 4.3420 -0.6223
H -2.9894 -2.4417 0.3915
H -3.7396 -2.3003 -2.3628
H 0.6469 -1.1354 1.1006
H 4.5795 0.1497 -3.1436
H -4.0930 1.7501 4.2820
H -2.0672 -4.0862 -2.6035
H 1.8397 3.6093 1.0811
H -1.5024 0.5957 0.3960
H -2.0373 2.2931 0.4161
H -1.1706 1.6521 -0.9989
H 7.2255 1.3447 2.8888
H -0.8420 -3.0425 0.6760
H -5.9521 -2.6370 -1.5719
H -2.1064 -4.4197 -0.8725
H 7.8828 2.6986 1.9532
H 5.4985 3.1131 2.5871
H -3.7634 -0.7094 4.4362
*
```

***

# 4
The following is a DFT calculation (ωB97M-V/def2-TZVPD) of a molecular structure, C25H27BGeN10OTi.

The energy above the lowest of the compared OMol25 structures with the same formula, charge and spin is 1.042 eV. The value obtained for the HOMO-LUMO gap (spin up / spin down) is 6.75 / 5.25 eV.

Structure (ORCA input):
```
! RIJCOSX wB97M-V def2-TZVPD def2/J DEFGRID3
* xyz 3 2
Ge 0.3122 -0.4095 -4.5990
Ti -0.7347 0.1525 0.5901
O -1.3221 1.9185 0.1627
N -1.5078 4.0647 -0.4553
N -0.3974 2.2303 4.6919
N 1.1751 1.3173 2.4738
N -1.0137 3.5498 1.7348
N 0.1006 0.9538 4.6793
N -1.1638 0.4706 2.5275
N 0.5820 -1.0417 2.9691
N 0.2374 -1.3881 1.6890
N -2.4004 -0.6406 0.5210
N 1.0911 1.1656 1.1352
C 2.2226 2.0922 2.7839
C -2.3514 -0.5498 -5.4220
C -0.4868 2.5584 5.9685
C -0.0619 1.5079 6.8060
C -1.2746 3.1702 0.4965
C -3.5991 -2.5522 -5.8450
C -2.2986 0.3560 3.1341
C 4.5369 -1.7222 -3.1986
C 1.9738 -1.0034 -3.9611
C -1.3417 -2.7354 -5.0504
C 0.3052 0.5077 5.9478
C 1.2284 -2.0617 3.5403
C -2.5155 -3.3371 -5.4561
C 2.8363 2.4810 1.6059
C -1.2554 -1.3329 -5.0181
C -3.4868 -0.6616 1.1915
C 2.2754 -2.3506 -3.7096
C 0.6666 -2.6441 1.4967
C 2.9710 -0.0212 -3.8352
C 3.5544 -2.7014 -3.3208
C 1.3013 -3.1108 2.6371
C -3.5214 -1.1641 -5.8281
C 2.0885 1.8808 0.5993
C -3.5009 -0.0912 2.5122
C 4.2505 -0.3862 -3.4532
B 0.2259 0.4334 3.3007
H -0.8566 3.5307 6.2533
H -1.7968 3.7502 -1.3662
H -2.5876 -4.4153 -5.4918
H 2.4507 2.3265 3.8112
H 5.5416 -2.0085 -2.9162
H 1.7463 -4.0772 2.7966
H -2.2823 0.5317 -5.4368
H 2.2256 1.9285 -0.4698
H 0.6919 -0.4768 6.1523
H 0.4904 -3.1516 0.5616
H -0.8162 2.9079 2.5008
H -1.0102 4.5297 1.9750
H -2.3270 0.5514 4.2058
H -4.4051 -1.0836 0.7840
H 1.5996 -1.9965 4.5499
H -0.0258 1.4940 7.8811
H 3.7042 3.1079 1.5006
H 0.1718 1.1136 -4.6411
H 2.7551 1.0172 -4.0593
H 1.5263 -3.1223 -3.8299
H -4.5094 -3.0321 -6.1799
H -1.5360 5.0542 -0.2657
H -4.3636 -0.5678 -6.1510
H 3.7977 -3.7387 -3.1354
H -0.4950 -3.3531 -4.7810
H 5.0279 0.3615 -3.3752
H -4.4190 -0.0860 3.0845
*
```

***

# 5
The following is a DFT calculation (ωB97M-V/def2-TZVPD) of 2 unconnected molecules or ions with the total composition C6H12NO3.

The energy above the lowest of the compared OMol25 structures with the same formula, charge and spin is 0.206 eV. The value obtained for the HOMO-LUMO gap is 8.67 eV.

Structure (ORCA input):
```
! RIJCOSX wB97M-V def2-TZVPD def2/J DEFGRID3
* xyz -1 1
O 2.4338 2.4156 1.7314
O 0.5812 -1.6264 0.2022
O -1.0023 -1.2863 1.7767
N 2.0930 0.1509 1.4817
C -1.8031 -1.8589 -0.3719
C 1.2735 1.6860 -0.1923
C -0.6028 -1.5581 0.6364
C -0.1979 2.0385 0.1048
C -1.3859 -1.6843 -1.8276
C 2.0006 1.4417 1.1230
H -0.2009 2.9509 0.7153
H 1.2902 0.9937 -1.0246
H 2.1694 -0.2583 2.3977
H -1.6520 -0.6792 -2.2035
H -0.3268 -1.7829 -1.9597
H -2.1243 -2.8982 -0.2191
H -1.8370 -2.4338 -2.4862
H 1.5174 -0.5061 0.8681
H -0.6746 1.2387 0.6812
H -2.5772 -1.1841 0.0101
H 1.7697 2.5720 -0.6412
H -0.7441 2.2688 -0.8023
*
```

***

no.,E_tot (eV),maximum force (Eh/bohr)
1,-88419.823,0.0349
2,-87435.493,0.0511
3,-47647.548,0.0159
4,-123596.964,0.0133
5,-14051.810,0.0389